# 1
Below is the ion C5H9N2O2 with charge +1 in a non-equilibrium geometry, with properties calculated with ωB97M-V with the def2-TZVPD basis set.

Values from the calculation:
**Total charge**: +1
**Kohn-Sham gap**: 11.73 eV
**Energy relative to the best compared isomer or geometry (same formula, charge and spin)**: 48.6 kcal/mol
**SMILES**: CC(O)(O)[n+]1cc[nH]c1
**E_HOMO**: -0.540 Eh

```
18
C5H9N2O2, DFT ωB97M-V with the def2-TZVPD basis set
O -0.934 -1.252 -1.362
O 0.001 -2.250 0.321
N 1.135 1.995 -0.386
N 0.384 0.062 0.015
C 2.153 1.373 0.347
C 0.129 1.213 -0.569
C -0.633 -1.123 -0.043
C -1.900 -0.618 0.685
C 1.775 0.104 0.527
H 0.527 -2.603 -0.487
H -2.023 0.535 0.650
H 1.233 2.962 -0.724
H -2.669 -1.142 0.205
H 2.001 -0.679 1.219
H -1.704 -0.876 1.715
H -0.808 1.442 -0.898
H 3.155 1.886 0.485
H -1.821 -1.030 -1.701
```

natural (NBO) charges, unit e, in atom order:
1 O -0.73
2 O -0.68
3 N -0.47
4 N -0.34
5 C -0.06
6 C 0.28
7 C 0.70
8 C -0.64
9 C -0.05
10 H 0.52
11 H 0.22
12 H 0.46
13 H 0.23
14 H 0.27
15 H 0.25
16 H 0.24
17 H 0.28
18 H 0.51

***

# 2
Below is a cluster of 2 separate species, C8H18N2 in total in a non-equilibrium geometry, with properties calculated with ωB97M-V with the def2-TZVPD basis set.

Values from the calculation:
**Kohn-Sham gap**: 9.83 eV
**Energy relative to the best compared isomer or geometry (same formula, charge and spin)**: 41.4 kcal/mol
**SMILES**: C=CC(C)(N)N.C=CCC
**E_HOMO**: -0.322 Eh

```
28
C8H18N2, DFT ωB97M-V with the def2-TZVPD basis set
N -0.457 -1.566 2.913
N 1.518 -1.046 1.682
C -0.303 1.383 -3.507
C -0.399 1.112 -2.008
C 0.101 -0.762 1.809
C -0.068 0.746 2.044
C -1.833 -0.874 0.199
C 0.664 0.086 -1.579
C -0.589 -1.218 0.538
C 1.812 0.430 -1.005
H -2.388 -0.110 0.717
H -1.400 0.734 -1.770
H 1.655 -2.046 1.588
H -1.113 0.996 2.211
H 0.562 -0.864 -2.089
H -0.250 2.040 -1.454
H 2.016 -0.737 2.512
H -1.063 2.106 -3.809
H -0.122 -2.080 0.084
H 0.677 1.784 -3.762
H -1.471 -1.531 2.914
H -2.336 -1.344 -0.630
H 2.550 -0.292 -0.704
H 0.508 1.051 2.918
H -0.132 -1.204 3.806
H -0.454 0.467 -4.076
H 2.016 1.449 -0.724
H 0.299 1.291 1.181
```

natural (NBO) charges, unit e, in atom order:
1 N -0.85
2 N -0.83
3 C -0.60
4 C -0.44
5 C 0.20
6 C -0.62
7 C -0.42
8 C -0.17
9 C -0.14
10 C -0.39
11 H 0.19
12 H 0.21
13 H 0.36
14 H 0.21
15 H 0.19
16 H 0.20
17 H 0.35
18 H 0.21
19 H 0.20
20 H 0.21
21 H 0.36
22 H 0.20
23 H 0.21
24 H 0.20
25 H 0.35
26 H 0.20
27 H 0.18
28 H 0.23

***

Q: E_HOMO of number 2 (C8H18N2)?
A: -0.322 Eh

***

Copy entry 2 word for word.
Below is a cluster of 2 separate species, C8H18N2 in total in a non-equilibrium geometry, with properties calculated with ωB97M-V with the def2-TZVPD basis set.

Values from the calculation:
**Kohn-Sham gap**: 9.83 eV
**Energy relative to the best compared isomer or geometry (same formula, charge and spin)**: 41.4 kcal/mol
**SMILES**: C=CC(C)(N)N.C=CCC
**E_HOMO**: -0.322 Eh

```
28
C8H18N2, DFT ωB97M-V with the def2-TZVPD basis set
N -0.457 -1.566 2.913
N 1.518 -1.046 1.682
C -0.303 1.383 -3.507
C -0.399 1.112 -2.008
C 0.101 -0.762 1.809
C -0.068 0.746 2.044
C -1.833 -0.874 0.199
C 0.664 0.086 -1.579
C -0.589 -1.218 0.538
C 1.812 0.430 -1.005
H -2.388 -0.110 0.717
H -1.400 0.734 -1.770
H 1.655 -2.046 1.588
H -1.113 0.996 2.211
H 0.562 -0.864 -2.089
H -0.250 2.040 -1.454
H 2.016 -0.737 2.512
H -1.063 2.106 -3.809
H -0.122 -2.080 0.084
H 0.677 1.784 -3.762
H -1.471 -1.531 2.914
H -2.336 -1.344 -0.630
H 2.550 -0.292 -0.704
H 0.508 1.051 2.918
H -0.132 -1.204 3.806
H -0.454 0.467 -4.076
H 2.016 1.449 -0.724
H 0.299 1.291 1.181
```

natural (NBO) charges, unit e, in atom order:
1 N -0.85
2 N -0.83
3 C -0.60
4 C -0.44
5 C 0.20
6 C -0.62
7 C -0.42
8 C -0.17
9 C -0.14
10 C -0.39
11 H 0.19
12 H 0.21
13 H 0.36
14 H 0.21
15 H 0.19
16 H 0.20
17 H 0.35
18 H 0.21
19 H 0.20
20 H 0.21
21 H 0.36
22 H 0.20
23 H 0.21
24 H 0.20
25 H 0.35
26 H 0.20
27 H 0.18
28 H 0.23

***

Q: What is the formula in the first record?
A: C5H9N2O2

***

What did the first record say?
Below is the ion C5H9N2O2 with charge +1 in a non-equilibrium geometry, with properties calculated with ωB97M-V with the def2-TZVPD basis set.

Values from the calculation:
**Total charge**: +1
**Kohn-Sham gap**: 11.73 eV
**Energy relative to the best compared isomer or geometry (same formula, charge and spin)**: 48.6 kcal/mol
**SMILES**: CC(O)(O)[n+]1cc[nH]c1
**E_HOMO**: -0.540 Eh

```
18
C5H9N2O2, DFT ωB97M-V with the def2-TZVPD basis set
O -0.934 -1.252 -1.362
O 0.001 -2.250 0.321
N 1.135 1.995 -0.386
N 0.384 0.062 0.015
C 2.153 1.373 0.347
C 0.129 1.213 -0.569
C -0.633 -1.123 -0.043
C -1.900 -0.618 0.685
C 1.775 0.104 0.527
H 0.527 -2.603 -0.487
H -2.023 0.535 0.650
H 1.233 2.962 -0.724
H -2.669 -1.142 0.205
H 2.001 -0.679 1.219
H -1.704 -0.876 1.715
H -0.808 1.442 -0.898
H 3.155 1.886 0.485
H -1.821 -1.030 -1.701
```

natural (NBO) charges, unit e, in atom order:
1 O -0.73
2 O -0.68
3 N -0.47
4 N -0.34
5 C -0.06
6 C 0.28
7 C 0.70
8 C -0.64
9 C -0.05
10 H 0.52
11 H 0.22
12 H 0.46
13 H 0.23
14 H 0.27
15 H 0.25
16 H 0.24
17 H 0.28
18 H 0.51